This record from OMol25 describes one molecule with the formula C2H4BrFO. The level of theory is the ωB97M-V functional and the def2-TZVPD basis.

Element x y z (Å)
C: -0.246 -1.249 0.834
C: 0.320 1.689 -1.651
O: 0.751 -1.346 1.748
F: -0.672 1.968 -2.623
Br: 0.328 -0.058 -1.018
H: -1.131 -0.799 1.157
H: -0.492 -2.145 0.286
H: 0.279 2.438 -0.827
H: 0.863 -0.499 2.094

The energy is -76940.6068 eV. Its lowest unoccupied orbital energy (spin up / spin down) is 0.72 / -0.94 eV. The value obtained for the energy relative to the best compared isomer or geometry (same formula, charge and spin) is 35.9 kcal/mol. Its spin multiplicity is 3. The value obtained for the HOMO energy (spin up / spin down) is -0.244 / -0.401 Ha.